(1)
# C6H10O

An isolated molecule of C6H10O (ωB97M-V with the def2-TZVPD basis set, the OMol25 dataset).

Properties
Molecular weight = 98.145 g/mol
Gap between HOMO and LUMO = 0.3795 Ha
HOMO level = -9.395 eV
SMILES string = C[C@H]1C[C@@]2(O)C[C@@H]12
E_tot = -309.79161 hartree
Relative energy (zero: lowest compared OMol25 entry of this formula, charge and spin) = 31.9 kcal/mol
E_LUMO = 0.9 eV

```
! RIJCOSX wB97M-V def2-TZVPD def2/J DEFGRID3
* xyz 0 1
C 2.135 0.374 -0.208
C 0.852 -0.438 -0.230
C -0.020 -0.586 1.051
C -1.257 -0.329 0.178
O -2.372 -1.147 0.137
C -1.223 1.082 -0.305
C -0.389 0.019 -1.000
H 2.842 -0.049 0.516
H 1.963 1.422 0.061
H 2.620 0.351 -1.192
H 1.079 -1.450 -0.588
H 0.144 0.179 1.822
H 0.024 -1.575 1.512
H -2.942 -0.922 0.883
H -2.093 1.375 -0.888
H -0.789 1.879 0.301
H -0.573 -0.186 -2.050
*
```


(2)
# C6H10O2

A cluster of 2 separate species, C6H10O2 in total at a distorted geometry (ωB97M-V with the def2-TZVPD basis set, the OMol25 dataset).

Properties
Molecular weight = 114.144 g/mol
Gap between HOMO and LUMO = 0.3746 Ha
HOMO level = -9.758 eV
SMILES string = CC(C)(O)C=O.C#C
E_tot = -384.95400 hartree
Relative energy (zero: lowest compared OMol25 entry of this formula, charge and spin) = 93.1 kcal/mol
E_LUMO = 0.4 eV

```
! RIJCOSX wB97M-V def2-TZVPD def2/J DEFGRID3
* xyz 0 1
C 0.158 1.428 0.924
C 0.419 0.634 -0.359
C 1.924 0.507 -0.628
O -0.171 1.345 -1.411
C -0.145 -0.961 -0.496
O -0.708 -1.232 -1.528
H 0.583 2.426 0.817
H 0.647 0.948 1.768
H -0.915 1.559 1.051
H 2.378 1.493 -0.720
H 2.109 -0.001 -1.573
H 2.418 -0.037 0.175
H -0.550 0.706 -2.041
H 0.492 -1.677 0.035
C -1.680 -1.800 1.376
C -2.708 -2.067 0.810
H -0.701 -1.150 1.625
H -3.553 -2.121 0.174
*
```


(3)
# C6H10O2

A cluster of 3 separate species, C6H10O2 in total at a distorted geometry (ωB97M-V with the def2-TZVPD basis set, the OMol25 dataset).

Properties
Molecular weight = 114.144 g/mol
Gap between HOMO and LUMO = 0.3699 Ha
HOMO level = -9.333 eV
SMILES string = c1ccccc1.O.O
E_tot = -385.09120 hartree
Relative energy (zero: lowest compared OMol25 entry of this formula, charge and spin) = 7.0 kcal/mol
E_LUMO = 0.7 eV

```
! RIJCOSX wB97M-V def2-TZVPD def2/J DEFGRID3
* xyz 0 1
C -0.954 -1.292 -0.198
C -0.882 -1.122 1.166
C -0.910 0.139 1.750
C -1.072 1.235 0.919
C -1.209 1.081 -0.460
C -1.082 -0.176 -1.028
H -1.056 -2.280 -0.624
H -0.823 -1.993 1.808
H -0.890 0.347 2.809
H -1.047 2.240 1.328
H -1.511 1.922 -1.074
H -0.983 -0.248 -2.101
O 1.955 -0.493 0.773
H 1.820 -0.659 -0.176
H 2.839 -0.090 0.740
O 2.297 0.361 -1.883
H 1.923 1.094 -1.385
H 1.584 -0.066 -2.363
*
```


(4)
# C6H10O2

A cluster of 3 separate species, C6H10O2 in total at a distorted geometry (ωB97M-V with the def2-TZVPD basis set, the OMol25 dataset).

Properties
Molecular weight = 114.144 g/mol
Gap between HOMO and LUMO = 0.3844 Ha
HOMO level = -9.757 eV
SMILES string = c1ccccc1.O.O
E_tot = -385.09719 hartree
Relative energy (zero: lowest compared OMol25 entry of this formula, charge and spin) = 3.3 kcal/mol
E_LUMO = 0.7 eV

```
! RIJCOSX wB97M-V def2-TZVPD def2/J DEFGRID3
* xyz 0 1
C 2.097 -0.115 0.109
C 1.708 1.056 0.724
C 0.425 1.156 1.288
C -0.414 0.070 1.381
C 0.026 -1.112 0.792
C 1.218 -1.213 0.103
H 3.030 -0.087 -0.440
H 2.377 1.905 0.739
H 0.136 2.117 1.695
H -1.360 0.172 1.889
H -0.597 -2.001 0.804
H 1.381 -2.144 -0.416
O -2.942 0.931 -0.353
H -3.104 0.066 -0.721
H -2.050 1.082 -0.694
O -0.802 -0.970 -2.401
H -0.367 -0.745 -1.563
H -0.762 -0.167 -2.939
*
```


(5)
# C6H10O2

An isolated molecule of C6H10O2 at a distorted geometry (ωB97M-V with the def2-TZVPD basis set, the OMol25 dataset).

Properties
Molecular weight = 114.144 g/mol
Gap between HOMO and LUMO = 0.3645 Ha
HOMO level = -9.107 eV
SMILES string = C=C(C=O)C[C@H](C)O
E_tot = -385.01683 hartree
Relative energy (zero: lowest compared OMol25 entry of this formula, charge and spin) = 53.7 kcal/mol
E_LUMO = 0.8 eV

```
! RIJCOSX wB97M-V def2-TZVPD def2/J DEFGRID3
* xyz 0 1
C 0.465 -1.947 1.321
C -0.011 -1.136 0.390
C -1.397 -0.545 0.495
O -1.638 0.331 1.359
C 0.801 -0.607 -0.768
C 0.331 0.810 -1.067
C 0.540 1.771 0.041
O -1.260 0.475 -1.210
H -0.127 -2.225 2.185
H 1.509 -2.227 1.355
H -2.183 -1.202 0.088
H 1.868 -0.625 -0.547
H 0.605 -1.226 -1.647
H 0.596 1.166 -2.067
H 0.346 2.800 -0.250
H 1.527 1.666 0.488
H -0.214 1.437 0.860
H -1.760 1.282 -1.027
*
```


(6)
# C6H10O2

An isolated molecule of C6H10O2 at a distorted geometry (ωB97M-V with the def2-TZVPD basis set, the OMol25 dataset).

Properties
Molecular weight = 114.144 g/mol
Gap between HOMO and LUMO = 0.3449 Ha
HOMO level = -8.691 eV
SMILES string = CC(=O)C(O)=C(C)C
E_tot = -385.07408 hartree
Relative energy (zero: lowest compared OMol25 entry of this formula, charge and spin) = 17.8 kcal/mol
E_LUMO = 0.7 eV

```
! RIJCOSX wB97M-V def2-TZVPD def2/J DEFGRID3
* xyz 0 1
C -2.723 -0.492 -0.026
C -1.460 0.351 0.045
O -1.525 1.562 0.084
C -0.142 -0.427 -0.003
O -0.203 -1.784 0.166
C 1.022 0.229 0.017
C 1.215 1.702 0.001
C 2.317 -0.655 -0.024
H -2.740 -1.082 -0.942
H -2.793 -1.154 0.837
H -3.583 0.175 -0.019
H -1.064 -2.143 -0.075
H 2.274 1.946 0.030
H 0.759 2.145 -0.883
H 0.724 2.158 0.860
H 2.850 -0.486 -0.959
H 2.964 -0.333 0.791
H 2.107 -1.712 0.101
*
```


(7)
# C6H10O2S2

An isolated molecule of C6H10O2S2 at a distorted geometry (ωB97M-V with the def2-TZVPD basis set, the OMol25 dataset).

Properties
Molecular weight = 178.278 g/mol
Gap between HOMO and LUMO = 0.3264 Ha
HOMO level = -8.563 eV
SMILES string = C=C(C=O)SCCCSO
E_tot = -1181.36303 hartree
Relative energy (zero: lowest compared OMol25 entry of this formula, charge and spin) = 70.5 kcal/mol
E_LUMO = 0.3 eV

```
! RIJCOSX wB97M-V def2-TZVPD def2/J DEFGRID3
* xyz 0 1
C -2.380 0.999 -0.091
C -1.905 0.954 -1.307
C -2.703 0.567 -2.521
O -2.881 1.265 -3.472
S -0.253 0.997 -1.950
C 0.789 0.094 -0.735
C 0.687 -1.418 -0.861
C 0.875 -1.966 0.538
S -0.186 -1.176 1.795
O -1.659 -1.808 1.654
H -3.517 0.906 0.205
H -1.776 1.365 0.641
H -2.957 -0.519 -2.511
H 0.515 0.364 0.261
H 1.866 0.229 -0.984
H -0.275 -1.840 -1.231
H 1.560 -1.779 -1.526
H 0.540 -3.049 0.482
H 1.860 -1.891 0.957
H -2.022 -2.422 2.326
*
```


(8)
# C6H10O3

An isolated molecule of C6H10O3 at a distorted geometry (ωB97M-V with the def2-TZVPD basis set, the OMol25 dataset).

Properties
Molecular weight = 130.143 g/mol
Gap between HOMO and LUMO = 0.3445 Ha
HOMO level = -8.644 eV
SMILES string = CC1(C)OC=CC1(O)O
E_tot = -460.30996 hartree
Relative energy (zero: lowest compared OMol25 entry of this formula, charge and spin) = 25.4 kcal/mol
E_LUMO = 0.7 eV

```
! RIJCOSX wB97M-V def2-TZVPD def2/J DEFGRID3
* xyz 0 1
C -0.004 1.797 -0.359
C 0.413 0.327 -0.234
C 1.035 -0.181 -1.526
O 1.389 0.235 0.829
C 0.782 -0.301 1.901
C -0.524 -0.556 1.750
C -0.763 -0.546 0.291
O -0.461 -2.007 -0.147
O -2.029 -0.148 -0.094
H -0.513 1.976 -1.294
H 0.887 2.421 -0.323
H -0.679 2.077 0.447
H 1.471 -1.160 -1.353
H 1.810 0.513 -1.857
H 0.268 -0.276 -2.296
H 1.394 -0.379 2.784
H -1.208 -0.964 2.467
H -1.170 -2.626 0.067
H -2.096 -0.201 -1.055
*
```


(9)
# C6H10OS

An isolated molecule of C6H10OS at a distorted geometry (ωB97M-V with the def2-TZVPD basis set, the OMol25 dataset).

Properties
Molecular weight = 130.212 g/mol
Gap between HOMO and LUMO = 0.3578 Ha
HOMO level = -8.828 eV
SMILES string = S[C@@H]1[C@@H]2CCO[C@H]1C2
E_tot = -707.98082 hartree
Relative energy (zero: lowest compared OMol25 entry of this formula, charge and spin) = 43.6 kcal/mol
E_LUMO = 0.9 eV

```
! RIJCOSX wB97M-V def2-TZVPD def2/J DEFGRID3
* xyz 0 1
S 0.917 1.420 -1.200
C -0.207 1.093 0.185
C 0.371 0.131 1.268
C 1.081 -1.043 0.650
C 0.140 -1.781 -0.351
O -0.905 -0.913 -0.829
C -1.333 0.084 0.123
C -1.099 -0.346 1.559
H 0.128 0.868 -2.133
H -0.506 2.031 0.536
H 0.818 0.655 2.106
H 1.396 -1.718 1.472
H 1.993 -0.703 0.169
H 0.693 -2.101 -1.203
H -0.367 -2.586 0.283
H -2.351 0.450 -0.029
H -1.230 -1.378 1.770
H -1.728 0.247 2.258
*
```


(10)
# C6H10OS

An isolated molecule of C6H10OS at a distorted geometry (ωB97M-V with the def2-TZVPD basis set, the OMol25 dataset).

Properties
Molecular weight = 130.212 g/mol
Gap between HOMO and LUMO = 0.3508 Ha
HOMO level = -8.792 eV
SMILES string = CC[C@]1(C)CSC1=O
E_tot = -707.98334 hartree
Relative energy (zero: lowest compared OMol25 entry of this formula, charge and spin) = 42.0 kcal/mol
E_LUMO = 0.8 eV

```
! RIJCOSX wB97M-V def2-TZVPD def2/J DEFGRID3
* xyz 0 1
C 0.869 1.646 -0.693
C 0.551 0.220 -0.908
C -0.163 -0.375 0.170
C 0.730 -0.684 1.371
C -1.058 -1.611 -0.270
S -2.647 -0.790 -0.267
C -1.720 0.608 0.421
O -1.914 1.746 0.704
H 1.544 1.669 0.219
H -0.037 2.156 -0.430
H 1.352 1.957 -1.653
H 1.576 -0.323 -0.913
H -0.013 0.130 -1.911
H 1.166 -1.650 1.290
H 0.188 -0.564 2.292
H 1.543 0.075 1.321
H -0.844 -1.870 -1.244
H -1.123 -2.340 0.501
*
```


(11)
# C6H10OSi

An isolated molecule of C6H10OSi at a distorted geometry (ωB97M-V with the def2-TZVPD basis set, the OMol25 dataset).

Properties
Molecular weight = 126.231 g/mol
Gap between HOMO and LUMO = 0.2911 Ha
HOMO level = -8.073 eV
E_tot = -599.26185 hartree
Relative energy (zero: lowest compared OMol25 entry of this formula, charge and spin) = 58.9 kcal/mol
E_LUMO = -0.2 eV

```
! RIJCOSX wB97M-V def2-TZVPD def2/J DEFGRID3
* xyz 0 1
C 1.334 2.549 0.781
C 0.470 1.891 -0.143
C 1.608 1.760 1.863
C 0.051 0.673 0.109
C 0.533 -2.211 -0.826
C -2.254 -0.892 -0.962
O 1.135 0.591 1.970
Si -0.660 -1.038 0.080
H 1.712 3.542 0.631
H 0.171 2.418 -1.034
H 2.246 2.133 2.664
H 0.044 -3.139 -1.106
H 0.916 -1.755 -1.736
H 1.389 -2.461 -0.204
H -2.038 -0.541 -1.969
H -2.744 -1.856 -1.049
H -2.960 -0.200 -0.516
H -0.953 -1.464 1.446
*
```


(12)
# C6H10PS

The ion C6H10PS with charge +1 at a distorted geometry (ωB97M-V with the def2-TZVPD basis set, the OMol25 dataset).

Properties
Molecular weight = 145.187 g/mol
Gap between HOMO and LUMO = 0.3273 Ha
HOMO level = -13.616 eV
E_tot = -973.83567 hartree
Relative energy (zero: lowest compared OMol25 entry of this formula, charge and spin) = 0.0 kcal/mol
E_LUMO = -4.7 eV

```
! RIJCOSX wB97M-V def2-TZVPD def2/J DEFGRID3
* xyz 1 1
C 0.533 1.652 -1.942
C 0.760 0.332 -2.381
C 0.082 1.814 -0.700
C 0.505 -0.645 -1.481
C -1.844 -0.023 0.524
C 0.677 -1.458 2.406
P -0.186 0.317 0.155
S 1.257 0.140 1.691
H 0.780 2.465 -2.636
H 1.398 0.092 -3.236
H -0.334 2.805 -0.448
H 0.678 -1.683 -1.479
H -1.838 -1.109 0.501
H -2.229 0.468 -0.330
H -2.354 0.424 1.502
H 0.652 -2.181 1.700
H -0.071 -1.465 3.106
H 1.533 -1.944 3.050
*
```


Please write out number 10 again, unchanged.
# C6H10OS

An isolated molecule of C6H10OS at a distorted geometry (ωB97M-V with the def2-TZVPD basis set, the OMol25 dataset).

Properties
Molecular weight = 130.212 g/mol
Gap between HOMO and LUMO = 0.3508 Ha
HOMO level = -8.792 eV
SMILES string = CC[C@]1(C)CSC1=O
E_tot = -707.98334 hartree
Relative energy (zero: lowest compared OMol25 entry of this formula, charge and spin) = 42.0 kcal/mol
E_LUMO = 0.8 eV

```
! RIJCOSX wB97M-V def2-TZVPD def2/J DEFGRID3
* xyz 0 1
C 0.869 1.646 -0.693
C 0.551 0.220 -0.908
C -0.163 -0.375 0.170
C 0.730 -0.684 1.371
C -1.058 -1.611 -0.270
S -2.647 -0.790 -0.267
C -1.720 0.608 0.421
O -1.914 1.746 0.704
H 1.544 1.669 0.219
H -0.037 2.156 -0.430
H 1.352 1.957 -1.653
H 1.576 -0.323 -0.913
H -0.013 0.130 -1.911
H 1.166 -1.650 1.290
H 0.188 -0.564 2.292
H 1.543 0.075 1.321
H -0.844 -1.870 -1.244
H -1.123 -2.340 0.501
*
```


Number 10 is which compound? C6H10OS


Which of these has the highest gap between HOMO and LUMO? number 4


Look up the gap between HOMO and LUMO of the sixth one. 0.3449 Ha